Formula: C28H58BNO25S8
Source: the Open Molecules 2025 dataset
Level of theory: ωB97M-V with the def2-TZVPD basis set

Values from the calculation:
- Energy: -170007.4369 eV
- SMILES string: CCCCOBCCCCN(CCCC)C(=S)SCCC.O=S1(=O)OCCO1.O=S1(=O)OCCO1.O=S1(=O)OCCO1.O=S1(=O)OCCO1.O=S1(=O)OCCO1.O=S1(=O)OCCO1

```
121
Properties=species:S:1:pos:R:3:lowdin_charge:R:1
C -2.5302 4.7574 -4.3998 -0.096
C -4.0532 4.6869 -4.1793 -0.247
C -4.3307 4.3194 -2.7146 -0.177
C -4.3858 2.7971 -2.5137 -0.192
O -3.4194 2.3779 -1.5296 0.010
B -3.6217 1.1154 -1.0620 -0.285
C -2.7364 0.4788 0.0627 -0.116
C -1.6782 1.4300 0.6910 -0.200
C -2.0138 1.7020 2.1595 -0.171
C -0.8290 2.2045 3.0057 -0.187
N 0.0906 1.1214 3.4136 -0.132
C -0.4937 0.4308 4.5756 -0.234
C -0.1058 -1.0631 4.6832 -0.202
C 0.0503 -1.4218 6.1590 -0.263
C 0.4257 -2.8938 6.4010 -0.093
C 1.3892 1.5274 3.6317 -1.075
S 2.3038 1.0552 4.9090 0.694
S 2.2717 2.5993 2.5137 0.890
C 1.7112 2.2539 0.8201 -0.452
C 2.1716 0.9107 0.1946 -0.267
C 2.9739 -0.0183 1.1073 -0.130
H -2.0483 3.9784 -3.8089 0.066
H -2.2016 5.7449 -4.0823 0.072
H -2.2984 4.6229 -5.4518 0.048
H -4.4524 5.6870 -4.3341 0.102
H -4.5075 3.9781 -4.8665 0.098
H -5.2692 4.7557 -2.3816 0.105
H -3.5137 4.6960 -2.1020 0.109
H -4.2114 2.2981 -3.4654 0.122
H -5.3925 2.5331 -2.2040 0.112
H -4.5041 0.4586 -1.5385 0.099
H -2.2198 -0.3757 -0.3832 0.105
H -3.3972 0.0480 0.8161 0.098
H -0.7185 0.9332 0.6196 0.084
H -1.7124 2.3831 0.1661 0.104
H -2.3732 0.7656 2.5852 0.098
H -2.8153 2.4331 2.2660 0.123
H -1.2510 2.6658 3.9022 0.125
H -0.3415 3.0066 2.4608 0.091
H -1.5763 0.4362 4.4689 0.111
H -0.3072 0.9558 5.5121 0.100
H 0.8131 -1.2213 4.1278 0.069
H -0.9225 -1.6363 4.2491 0.114
H -0.8925 -1.1865 6.6540 0.110
H 0.8136 -0.7575 6.5582 0.055
H 0.5270 -3.4532 5.4778 0.064
H -0.3239 -3.3427 7.0499 0.059
H 1.3621 -2.9565 6.9539 0.058
H 2.1348 3.0624 0.2280 0.053
H 0.6430 2.3953 0.7866 0.022
H 2.8116 1.1473 -0.6524 0.089
H 1.3004 0.3814 -0.1896 0.097
H 3.8335 0.4537 1.5677 0.066
H 3.3470 -0.8317 0.4819 0.070
H 2.3287 -0.4992 1.8387 0.060
O 2.8089 -2.6731 3.9880 -0.224
S 4.1829 -3.0169 4.0614 0.595
O 4.9977 -2.6323 5.1538 -0.208
O 4.8867 -2.5648 2.6920 -0.192
C 5.4975 -3.6917 2.0545 -0.161
C 4.6585 -4.8765 2.4852 -0.164
O 4.3306 -4.6031 3.8527 -0.187
H 6.5243 -3.7773 2.4157 0.134
H 5.5021 -3.5541 0.9764 0.136
H 5.1929 -5.8192 2.4077 0.135
H 3.7291 -4.9356 1.9143 0.134
O -3.4025 4.0733 -7.6491 -0.230
S -2.8272 3.5803 -8.8506 0.601
O -3.0112 4.2428 -10.0908 -0.219
O -3.2456 2.0424 -9.0034 -0.184
C -2.0703 1.2168 -9.0995 -0.177
C -1.0129 1.9651 -8.3176 -0.156
O -1.2581 3.3502 -8.6262 -0.184
H -1.8028 1.1276 -10.1491 0.112
H -2.2701 0.2306 -8.6914 0.136
H -0.0059 1.6844 -8.6013 0.123
H -1.1384 1.8287 -7.2414 0.132
O -2.7736 -4.2182 5.4180 -0.222
S -2.7285 -5.5794 5.0225 0.599
O -3.4117 -6.0533 3.8755 -0.214
O -3.1334 -6.4806 6.2881 -0.186
C -2.0811 -7.4036 6.5936 -0.162
C -0.8162 -6.7075 6.1365 -0.165
O -1.1945 -6.0422 4.9253 -0.193
H -2.2562 -8.3235 6.0320 0.133
H -2.0740 -7.6236 7.6577 0.136
H -0.0012 -7.4001 5.9466 0.136
H -0.4924 -5.9520 6.8559 0.125
O 0.0572 -0.2783 -10.0522 -0.226
S -0.1490 -1.6005 -10.5323 0.614
O -0.1307 -2.7184 -9.6653 -0.200
O 0.8573 -1.8516 -11.7524 -0.179
C 0.1236 -2.2060 -12.9329 -0.157
C -1.2126 -1.5116 -12.7747 -0.157
O -1.5118 -1.6328 -11.3767 -0.188
H 0.0106 -3.2914 -12.9548 0.135
H 0.6602 -1.8788 -13.8190 0.137
H -1.9978 -1.9700 -13.3687 0.137
H -1.1423 -0.4498 -13.0203 0.136
O 3.9871 -2.8364 11.0325 -0.221
S 3.5856 -1.4805 11.1441 0.602
O 3.9226 -0.6917 12.2724 -0.219
O 1.9995 -1.4084 10.9037 -0.189
C 1.7061 -0.5267 9.8118 -0.160
C 2.9217 -0.6103 8.9156 -0.164
O 4.0307 -0.6897 9.8222 -0.183
H 1.5720 0.4814 10.2094 0.135
H 0.7960 -0.8418 9.3076 0.128
H 3.0212 0.2557 8.2668 0.129
H 2.9078 -1.5193 8.3101 0.125
O 2.7109 1.6944 -3.4870 -0.217
S 1.8867 2.6074 -4.1925 0.602
O 1.2512 2.2721 -5.4147 -0.218
O 2.7139 3.9666 -4.3969 -0.184
C 2.0060 5.0676 -3.8156 -0.157
C 1.2165 4.4559 -2.6793 -0.165
O 0.7777 3.1878 -3.1823 -0.195
H 1.3465 5.4939 -4.5744 0.135
H 2.7059 5.8263 -3.4760 0.137
H 0.3639 5.0660 -2.3935 0.135
H 1.8478 4.2745 -1.8064 0.118
```